<a>
# C6H7N2

A gas-phase ion, C6H7N2 (charge +1) (ωB97M-V with the def2-TZVPD basis set, the OMol25 dataset).

Properties
highest occupied orbital energy (spin up / spin down): -14.659 / -14.781 eV
net charge: +1

Each line ends with the Löwdin charge.
Cartesian coordinates (Å):
C  3.301  -0.150  -0.801  0.04
C  2.135  -0.441  -1.216  0.04
N  0.753  -0.311  -0.049  0.05
C  0.875  -1.033  1.147  0.09
C  -0.262  -0.947  1.789  0.11
N  -1.171  -0.205  1.057  -0.11
C  -2.398  0.314  1.481  -0.01
C  -0.523  0.085  -0.068  -0.04
H  4.290  -0.007  -1.269  0.11
H  3.509  0.206  0.251  0.11
H  1.901  -1.118  -1.959  0.08
H  -2.274  1.403  1.343  0.12
H  -3.308  -0.168  1.107  0.11
H  -2.414  0.155  2.609  0.14
H  -0.876  0.518  -0.990  0.17

***

<b>
# C6H7N2

A gas-phase ion, C6H7N2 (charge +1) (ωB97M-V with the def2-TZVPD basis set, the OMol25 dataset).

Properties
highest occupied orbital energy: -13.526 eV
net charge: +1

Each line ends with the Löwdin charge.
Cartesian coordinates (Å):
C  1.612  1.021  -0.056  -0.01
C  0.174  0.526  -0.055  -0.22
C  0.005  -0.812  -0.169  -0.01
N  0.743  -1.867  0.103  0.19
C  -0.809  1.598  0.047  -0.02
C  -2.044  1.183  -0.051  0.04
C  -2.378  -0.032  0.017  -0.13
N  -2.155  -1.200  0.030  0.27
H  1.716  2.115  -0.070  0.09
H  2.222  0.605  -0.962  0.14
H  1.961  0.670  0.893  0.08
H  0.750  -2.573  -0.601  0.13
H  1.236  -1.871  1.007  0.16
H  -0.330  2.640  0.072  0.15
H  -2.702  -2.003  -0.206  0.13

***

<b> comes first in stability; the runner-up is 294.6 kJ/mol higher.

***

<a>
# C2H4NO2S

A gas-phase ion, C2H4NO2S (charge -1) (ωB97M-V with the def2-TZVPD basis set, the OMol25 dataset).

Properties
highest occupied orbital energy: -3.206 eV
net charge: -1

Each line ends with the Löwdin charge.
Cartesian coordinates (Å):
C  -0.063  1.110  0.110  -0.41
C  0.694  -0.100  0.263  -0.32
N  -0.680  1.733  1.032  0.04
O  -0.920  -1.230  -1.623  -0.59
O  0.539  -2.906  -0.361  -0.60
S  -0.422  -1.732  -0.322  0.64
H  -0.353  1.311  -0.935  0.10
H  1.717  -0.269  -0.208  0.09
H  0.764  -0.422  1.318  0.05
H  -1.276  2.505  0.726  0.02

***

<b>
# C2H4NO2S

A gas-phase ion, C2H4NO2S (charge -1) (ωB97M-V with the def2-TZVPD basis set, the OMol25 dataset).

Properties
highest occupied orbital energy: -2.481 eV
net charge: -1

Each line ends with the Löwdin charge.
Cartesian coordinates (Å):
O  1.093  -1.881  1.032  -0.44
N  0.013  -1.679  0.155  -0.46
O  0.447  -0.794  -0.928  -0.26
C  0.597  0.499  -0.398  -0.35
C  -0.824  0.726  0.038  -0.55
S  -1.163  -0.623  1.192  0.73
H  1.128  1.182  -1.143  0.13
H  1.276  0.341  0.460  0.09
H  -1.033  1.629  0.499  0.01
H  -1.536  0.599  -0.907  0.10

***

<a> comes first in stability; the runner-up is 358.9 kJ/mol higher.

***

<a>
# C6H9I

A single C6H9I molecule (ωB97M-V with the def2-TZVPD basis set, the OMol25 dataset).

Properties
highest occupied orbital energy: -7.763 eV

Each line ends with the Löwdin charge.
Cartesian coordinates (Å):
C  -1.292  -1.595  -0.059  -0.07
C  -0.809  -0.269  -0.497  -0.35
C  0.048  0.444  0.433  -0.32
C  0.199  1.850  0.672  -0.08
C  1.304  -0.374  0.307  -0.18
C  0.627  -0.402  -1.023  -0.62
I  1.463  0.657  -2.704  0.74
H  -2.166  -1.573  0.533  0.06
H  -0.478  -2.116  0.544  0.10
H  -1.490  -2.235  -0.922  0.09
H  -1.502  0.276  -1.125  0.14
H  0.915  2.346  0.071  0.05
H  0.409  1.871  1.803  0.12
H  -0.793  2.374  0.571  0.10
H  2.244  0.118  0.607  0.12
H  1.322  -1.372  0.790  0.09

***

<b>
# C6H9I

A single C6H9I molecule (ωB97M-V with the def2-TZVPD basis set, the OMol25 dataset).

Properties
highest occupied orbital energy: -8.193 eV

Each line ends with the Löwdin charge.
Cartesian coordinates (Å):
C  2.469  1.494  -0.638  -0.08
C  1.665  0.218  -0.317  -0.13
C  0.414  0.008  0.106  -0.15
C  -0.285  -1.220  0.276  -0.24
C  -1.616  -1.340  0.409  -0.80
C  -2.484  -0.112  0.409  -0.16
I  -2.403  -3.234  0.793  0.83
H  1.759  2.260  -0.981  0.08
H  3.216  1.288  -1.438  0.08
H  2.947  1.797  0.236  0.04
H  2.159  -0.667  -0.631  0.08
H  -0.164  0.851  0.563  0.11
H  0.356  -2.144  0.117  0.11
H  -2.203  0.574  1.260  0.10
H  -3.521  -0.213  0.360  0.04
H  -2.311  0.439  -0.526  0.09

***

<b> comes first in stability; the runner-up is 157.9 kJ/mol higher.